# 1
Entry from the OMol25 dataset: a molecular structure, C12H14AgCl3N2 in a non-equilibrium geometry (the ωB97M-V functional and the def2-TZVPD basis).

## Properties
**<S²>**: 0.767
**Net charge**: -1
**2S+1**: 2
**LUMO level (spin up / spin down)**: 1.248 / 0.709 eV
**HOMO-LUMO gap (spin up / spin down)**: 5.291 / 4.752 eV

Structure (XYZ):
```
32
C12H14AgCl3N2 the ωB97M-V functional and the def2-TZVPD basis
C -29.168 9.349 11.061
H -29.846 9.510 10.222
Ag -25.842 10.204 9.875
C -28.792 7.687 12.631
Cl -26.073 7.470 9.382
H -28.114 9.172 10.846
C -29.130 6.635 13.430
Cl -23.345 11.257 9.916
C -30.277 4.945 15.836
C -31.946 4.411 14.205
N -29.723 8.330 11.968
H -32.435 6.982 13.311
C -32.472 3.586 15.103
C -32.559 2.446 17.315
H -33.557 2.706 17.668
C -31.381 7.216 13.277
C -31.033 8.173 12.317
C -30.421 6.329 13.730
H -27.758 7.748 12.327
H -29.603 5.725 16.157
C -30.820 5.140 14.564
C -30.850 4.093 16.693
N -31.969 3.396 16.357
H -30.513 4.111 17.719
Cl -26.469 10.974 12.679
H -32.679 1.477 16.831
H -31.899 2.369 18.179
H -29.167 10.260 11.660
H -32.380 4.538 13.224
H -31.831 8.739 11.859
H -33.333 3.014 14.792
H -28.329 6.007 13.791
```

Results of the Mulliken charge analysis, in e, for atoms 1 through 2: atom 1 (C): -0.31, atom 2 (H): 0.31

=====

# 2
Entry from the OMol25 dataset: 3 unconnected molecules or ions with the total composition H5O2S in a non-equilibrium geometry (the ωB97M-V functional and the def2-TZVPD basis).

## Properties
**Net charge**: -1
**LUMO level**: 4.318 eV
**HOMO-LUMO gap**: 7.724 eV
**Energy above the lowest of the compared OMol25 structures with the same formula, charge and spin**: 3.8 kcal per mole

Structure (XYZ):
```
8
H5O2S the ωB97M-V functional and the def2-TZVPD basis
O 3.124 -0.457 0.375
S 0.065 0.039 -0.643
O -3.072 -0.191 0.191
H -2.790 -0.397 -0.705
H 2.843 0.457 0.516
H -0.287 1.267 -0.161
H -2.205 -0.080 0.607
H 2.322 -0.638 -0.181
```

Results of the Mulliken charge analysis, in e, for atoms 1 through 2: atom 1 (O): -0.64, atom 2 (S): -0.92

=====

# 3
Entry from the OMol25 dataset: a molecular structure, C33H57HoN3O4Si in a non-equilibrium geometry (the ωB97M-V functional and the def2-TZVPD basis).

## Properties
**<S²>**: 6.004
**Net charge**: +1
**2S+1**: 5
**LUMO level (spin up / spin down)**: -1.989 / -1.987 eV
**HOMO-LUMO gap (spin up / spin down)**: 8.315 / 8.323 eV
**Energy above the lowest of the compared OMol25 structures with the same formula, charge and spin**: 0.0 kcal per mole

Structure (XYZ):
```
99
C33H57HoN3O4Si the ωB97M-V functional and the def2-TZVPD basis
H 3.511 -0.927 -0.223
H 1.189 5.190 -0.611
H 2.170 -3.581 0.087
H 6.290 -0.293 -1.403
H -2.379 -4.727 0.730
H 0.704 -4.322 -0.566
C -5.159 0.065 0.231
H 3.046 1.637 -3.231
Si -0.632 -0.659 -2.839
H -5.545 0.593 1.112
C -3.680 4.446 1.724
H -3.239 -3.054 3.167
H -5.216 0.740 -0.638
H 2.205 -4.975 2.042
C -0.597 -3.072 1.954
H -5.802 -0.801 0.041
H 5.639 1.831 -2.948
C -3.627 1.104 3.518
C 1.072 -3.522 0.097
H -3.391 2.868 -1.997
H 3.020 1.227 -0.931
C -2.411 -4.012 -0.105
N -2.818 0.411 0.854
H -2.702 -1.185 -3.997
H 5.724 0.199 0.217
C -3.526 -1.803 0.130
C 0.585 -3.688 1.505
H 2.969 3.667 -1.366
H 1.201 -0.216 -1.385
C 0.303 -2.233 -3.243
C -3.122 1.791 1.144
H -2.641 0.857 3.943
C -2.363 -2.637 3.685
H 3.309 -0.117 -3.462
Ho -0.634 -0.070 0.849
O -0.173 0.582 2.830
H -4.086 3.753 3.742
H -0.092 -3.094 -2.687
H 5.069 1.407 -4.565
H 5.729 0.150 -3.527
H 0.202 1.218 -1.551
C -3.789 3.481 2.728
C -3.764 -0.447 0.440
C 0.847 -4.661 3.707
C 3.726 0.804 -3.036
H -3.228 4.826 -0.368
H -0.709 -4.188 5.156
H -4.361 -2.320 -0.348
C -2.386 -2.589 0.380
O 0.316 -0.391 4.713
C -2.446 -1.113 -2.926
C -3.042 2.755 0.119
H -1.685 2.790 -1.553
N -1.324 -2.173 1.106
H -0.760 1.585 -3.913
C 5.621 -0.551 -0.575
C 1.438 4.323 0.005
H 4.090 -1.393 -1.857
O 2.443 2.079 -0.110
H 2.126 4.672 0.778
H -2.487 -2.803 4.762
H 1.437 -5.252 4.406
C 0.149 0.130 -1.344
H 5.948 -1.511 -0.171
H -4.248 1.500 4.334
H 3.637 1.349 1.368
H -0.927 0.277 -5.104
N 0.610 -0.278 3.545
O 3.740 0.637 -1.567
H 0.683 0.700 -4.468
H 0.800 -2.558 -0.356
H 1.368 2.905 -1.634
C -0.379 0.599 -4.210
H 2.974 2.970 1.666
C 4.199 -0.675 -1.036
H -1.574 -4.227 -0.788
H -2.686 1.323 -1.484
H -4.094 0.170 3.177
H 5.470 2.933 1.196
H -3.866 5.492 1.958
H 0.509 3.963 0.462
C -3.312 4.085 0.429
C 2.064 3.279 -0.877
C -1.083 -3.279 3.257
H 0.194 -2.443 -4.317
C 3.461 2.332 0.923
H 1.373 -2.140 -3.020
C -0.341 -4.064 4.136
C -3.523 2.143 2.445
H -2.369 -1.548 3.522
C -2.683 2.401 -1.292
H -2.648 -2.093 -2.473
H -3.128 -0.378 -2.481
C 5.122 1.060 -3.531
C 4.722 2.964 0.398
H 4.578 4.017 0.139
C 1.292 -4.492 2.394
H 5.147 2.451 -0.473
H -3.343 -4.171 -0.660
```

Results of the Mulliken charge analysis, in e, for atoms 1 through 2: atom 1 (H): 0.09, atom 2 (H): 0.44

=====

Which value of net charge does entry 2 give?
-1

=====

What did the first record say?
Entry from the OMol25 dataset: a molecular structure, C12H14AgCl3N2 in a non-equilibrium geometry (the ωB97M-V functional and the def2-TZVPD basis).

## Properties
**<S²>**: 0.767
**Net charge**: -1
**2S+1**: 2
**LUMO level (spin up / spin down)**: 1.248 / 0.709 eV
**HOMO-LUMO gap (spin up / spin down)**: 5.291 / 4.752 eV

Structure (XYZ):
```
32
C12H14AgCl3N2 the ωB97M-V functional and the def2-TZVPD basis
C -29.168 9.349 11.061
H -29.846 9.510 10.222
Ag -25.842 10.204 9.875
C -28.792 7.687 12.631
Cl -26.073 7.470 9.382
H -28.114 9.172 10.846
C -29.130 6.635 13.430
Cl -23.345 11.257 9.916
C -30.277 4.945 15.836
C -31.946 4.411 14.205
N -29.723 8.330 11.968
H -32.435 6.982 13.311
C -32.472 3.586 15.103
C -32.559 2.446 17.315
H -33.557 2.706 17.668
C -31.381 7.216 13.277
C -31.033 8.173 12.317
C -30.421 6.329 13.730
H -27.758 7.748 12.327
H -29.603 5.725 16.157
C -30.820 5.140 14.564
C -30.850 4.093 16.693
N -31.969 3.396 16.357
H -30.513 4.111 17.719
Cl -26.469 10.974 12.679
H -32.679 1.477 16.831
H -31.899 2.369 18.179
H -29.167 10.260 11.660
H -32.380 4.538 13.224
H -31.831 8.739 11.859
H -33.333 3.014 14.792
H -28.329 6.007 13.791
```

Results of the Mulliken charge analysis, in e, for atoms 1 through 2: atom 1 (C): -0.31, atom 2 (H): 0.31

=====

Which of these has the highest net charge?
C33H57HoN3O4Si